# 1
Computed, not measured: C43H61CsN10O2 as an isolated structure in a non-equilibrium geometry, with ωB97M-V/def2-TZVPD.

Values from the calculation:
Maximum force = 1.781 eV Å⁻¹
Orbital gap = 0.1886 hartree
Energy above the lowest of the compared OMol25 structures with the same formula, charge and spin = 2.4 kcal/mol
Total charge = -2
Calculated total energy = -2393.44365 Ha

The geometry in XYZ format:
```
117
C43H61CsN10O2 | the Open Molecules 2025 dataset | ωB97M-V/def2-TZVPD
Cs -0.450 0.384 0.332
C 3.061 5.020 0.107
C 2.284 5.356 1.386
C 1.053 4.516 1.521
C -0.219 4.835 1.171
C -0.738 6.145 0.665
C -1.459 6.948 1.754
C -1.021 3.615 1.367
N -0.231 2.633 1.837
C 1.024 3.100 1.932
C 2.137 2.341 2.326
C 2.212 0.969 2.636
C 3.408 0.260 3.111
C 4.774 0.857 3.266
C 5.485 1.011 1.916
C 3.036 -1.036 3.296
C 1.611 -1.113 2.942
C 0.800 -2.254 3.033
C -0.581 -2.378 2.789
N -1.366 -1.409 2.296
C -2.633 -1.859 2.253
C -3.742 -1.106 1.830
C -3.813 0.256 1.489
N -2.778 1.113 1.547
C -3.196 2.323 1.144
C -2.380 3.469 1.057
C -4.626 2.259 0.813
C -5.010 0.970 1.028
C -6.381 0.384 0.887
C -7.125 0.324 2.226
C -5.462 3.393 0.301
C -5.241 3.658 -1.193
C -2.673 -3.241 2.749
C -1.393 -3.566 3.079
C -0.893 -4.841 3.687
C -0.713 -4.732 5.206
C -3.891 -4.110 2.832
C -4.239 -4.748 1.482
N 1.186 0.105 2.552
C 3.875 -2.170 3.799
C 3.688 -2.412 5.301
H 3.951 5.646 0.001
H 3.372 3.974 0.115
H 2.428 5.157 -0.772
H 2.933 5.213 2.256
H 2.011 6.416 1.377
H 0.085 6.739 0.259
H -1.423 5.966 -0.168
H -0.774 7.179 2.573
H -1.858 7.889 1.363
H -2.284 6.370 2.171
H 3.073 2.890 2.397
H 4.696 1.834 3.752
H 5.379 0.231 3.929
H 4.909 1.659 1.254
H 6.486 1.437 2.037
H 5.562 0.048 1.411
H 1.297 -3.153 3.392
H -4.687 -1.644 1.790
H -2.874 4.366 0.691
H -6.968 0.969 0.173
H -6.308 -0.625 0.471
H -7.246 1.328 2.639
H -8.117 -0.127 2.119
H -6.556 -0.261 2.950
H -6.521 3.184 0.479
H -5.231 4.303 0.864
H -5.505 2.775 -1.778
H -5.842 4.500 -1.548
H -4.191 3.881 -1.388
H -1.586 -5.657 3.463
H 0.062 -5.116 3.230
H -1.667 -4.504 5.687
H -0.322 -5.660 5.633
H -0.024 -3.921 5.448
H -3.739 -4.896 3.577
H -4.743 -3.519 3.181
H -3.416 -5.378 1.137
H -5.142 -5.363 1.546
H -4.396 -3.976 0.727
H 3.620 -3.082 3.252
H 4.930 -1.972 3.590
H 2.640 -2.612 5.526
H 4.285 -3.259 5.651
H 3.982 -1.526 5.867
C -2.685 0.799 -2.986
N -1.563 1.012 -3.883
C -1.421 0.017 -4.936
C -0.437 1.612 -3.325
N -0.442 2.444 -2.359
N 0.769 1.165 -3.889
C 1.963 1.865 -3.862
N 3.058 1.001 -3.820
N 2.025 3.137 -3.970
H -3.495 0.336 -3.550
H -3.069 1.737 -2.585
H -2.410 0.140 -2.156
H -2.364 -0.040 -5.487
H -1.164 -0.966 -4.529
H -0.650 0.356 -5.624
H -1.389 2.687 -2.084
H 0.881 0.149 -3.806
H 2.842 0.075 -3.449
H 3.890 1.412 -3.433
H 2.995 3.437 -3.952
N 3.167 -0.886 -0.386
C 2.796 -2.255 -0.732
C 1.323 -2.486 -1.042
C 0.821 -1.686 -2.255
O 1.674 -1.457 -3.165
O -0.377 -1.342 -2.295
H 2.756 -0.608 0.501
H 2.822 -0.247 -1.096
H 3.097 -2.907 0.095
H 3.367 -2.549 -1.614
H 0.679 -2.312 -0.179
H 1.198 -3.545 -1.309
```

Löwdin population analysis, charges in e, atoms 1 to 4: number 1, Cs, carries 1.320; number 2, C, carries -0.089; number 3, C, carries -0.208; number 4, C, carries -0.139



# 2
Computed, not measured: C43H61F6N4O3SbSc as an isolated structure, with ωB97M-V/def2-TZVPD.

Values from the calculation:
Maximum force = 0.844 eV Å⁻¹
Multiplicity = 2
Orbital gap (spin up / spin down) = 0.2846 / 0.2033 hartree
Total charge = 0
Calculated total energy = -3720.39158 Ha

The geometry in XYZ format:
```
119
C43H61F6N4O3SbSc | the Open Molecules 2025 dataset | ωB97M-V/def2-TZVPD
Sc -1.214 -0.652 1.215
C -1.671 -2.864 3.457
N -1.545 -2.834 1.985
C -2.740 -3.448 1.381
C -0.325 -3.600 1.629
C -0.079 -3.703 0.134
N 0.040 -2.401 -0.533
C 1.444 -2.044 -0.787
C 2.376 -1.726 0.352
C 3.717 -2.051 0.163
C 4.690 -1.639 1.053
C 4.268 -0.871 2.137
C 2.947 -0.526 2.383
C 1.970 -0.985 1.468
O 0.652 -0.810 1.637
C 2.581 0.345 3.581
C 1.921 1.634 3.073
C 1.648 -0.426 4.521
C 3.805 0.756 4.404
C 6.171 -1.980 0.901
C 6.637 -2.784 2.123
C 6.445 -2.811 -0.352
C 6.991 -0.686 0.806
C -0.629 -2.427 -1.850
C -0.805 -1.057 -2.435
C -0.189 -0.634 -3.592
C -0.418 0.647 -4.102
C -1.353 1.435 -3.447
C -2.036 1.038 -2.292
C -1.680 -0.203 -1.742
O -2.173 -0.614 -0.592
C -3.243 1.827 -1.719
C -4.480 0.951 -1.967
C -4.037 3.063 -3.875
C -3.703 3.499 0.327
C 0.351 1.131 -5.329
C -0.034 2.555 -5.731
C 0.069 0.204 -6.519
C 1.854 1.114 -5.018
H -1.782 -3.898 3.803
H -2.535 -2.283 3.777
H -0.782 -2.428 3.909
H -2.759 -4.529 1.571
H -2.762 -3.266 0.308
H -3.633 -3.004 1.813
H -0.419 -4.617 2.036
H 0.516 -3.114 2.119
H -0.897 -4.256 -0.331
H 0.824 -4.309 -0.015
H 1.423 -1.173 -1.448
H 1.900 -2.861 -1.372
H 3.980 -2.633 -0.712
H 5.019 -0.528 2.834
H 1.005 1.431 2.525
H 2.611 2.165 2.412
H 1.673 2.285 3.911
H 0.748 -0.747 4.008
H 1.347 0.201 5.360
H 2.161 -1.307 4.917
H 4.512 1.349 3.820
H 4.332 -0.107 4.818
H 3.469 1.369 5.242
H 6.074 -3.715 2.209
H 6.498 -2.223 3.047
H 7.698 -3.031 2.034
H 5.910 -3.762 -0.328
H 7.512 -3.031 -0.418
H 6.157 -2.277 -1.259
H 6.866 -0.067 1.696
H 6.681 -0.096 -0.058
H 8.054 -0.915 0.704
H -1.618 -2.868 -1.704
H -0.073 -3.068 -2.552
H 0.495 -1.310 -4.094
H -1.547 2.411 -3.857
H -4.538 0.687 -3.021
H -5.406 1.466 -1.697
H -4.409 0.028 -1.394
H -3.516 2.341 -4.499
H -3.995 4.034 -4.370
H -5.083 2.768 -3.832
H -3.624 3.553 1.413
H -4.755 3.605 0.058
H -3.178 4.349 -0.095
H -1.091 2.629 -6.000
H 0.549 2.858 -6.602
H 0.170 3.270 -4.931
H -0.994 0.204 -6.766
H 0.363 -0.824 -6.304
H 0.626 0.535 -7.398
H 2.082 1.769 -4.175
H 2.428 1.454 -5.883
H 2.196 0.110 -4.763
O -1.000 1.495 0.872
C -1.621 2.251 0.117
C -0.858 3.310 -0.510
C -1.192 4.142 -1.581
C -2.276 4.112 -2.422
C -3.447 3.179 -2.456
C -3.114 2.133 -0.136
C -3.837 1.128 0.763
N -3.403 0.099 1.465
C -4.477 -0.406 2.154
C -5.587 0.314 1.866
N -5.165 1.285 0.997
H 0.127 3.419 -0.074
H -0.451 4.903 -1.802
H -2.299 4.887 -3.182
H -4.233 3.706 -1.902
H -4.377 -1.216 2.852
H -6.603 0.244 2.207
H -5.749 2.002 0.609
F -1.405 0.079 3.289
Sb -2.180 1.176 4.744
F -3.123 2.150 3.424
F -3.564 -0.109 4.817
F -2.951 2.187 6.120
F -1.182 0.117 5.931
F -0.743 2.363 4.527
```

Löwdin population analysis, charges in e, atoms 1 to 4: number 1, Sc, carries 1.055; number 2, C, carries -0.059; number 3, N, carries -0.308; number 4, C, carries -0.060



# 3
Computed, not measured: C43H61INP2PbSi as an isolated structure in a non-equilibrium geometry, with ωB97M-V/def2-TZVPD.

Values from the calculation:
Maximum force = 3.008 eV Å⁻¹
Orbital gap = 0.2715 hartree
Total charge = +1
Calculated total energy = -3192.31205 Ha

The geometry in XYZ format:
```
110
C43H61INP2PbSi | the Open Molecules 2025 dataset | ωB97M-V/def2-TZVPD
Pb -14.256 -16.980 -2.189
C -14.073 -20.783 -3.016
Si -13.144 -19.139 -3.170
C -12.966 -18.642 -4.974
C -12.182 -19.544 -5.650
C -11.828 -19.373 -6.988
C -12.346 -18.240 -7.595
C -13.190 -17.360 -6.947
C -13.473 -17.516 -5.627
P -14.685 -16.470 -4.774
C -16.391 -17.223 -5.050
C -16.706 -17.410 -6.540
C -17.964 -18.218 -6.835
C -17.832 -19.573 -6.153
C -17.837 -19.340 -4.641
C -16.579 -18.520 -4.256
C -14.765 -14.638 -5.236
C -16.120 -14.110 -4.825
C -16.138 -12.540 -4.784
C -15.881 -12.007 -6.168
C -14.632 -12.674 -6.776
C -14.537 -14.186 -6.666
C -11.448 -19.334 -2.359
C -10.812 -20.544 -2.340
C -9.669 -20.868 -1.561
C -9.131 -19.877 -0.758
C -9.735 -18.593 -0.778
C -10.844 -18.312 -1.585
P -11.572 -16.643 -1.678
C -11.304 -15.862 -0.073
C -9.844 -15.320 0.192
C -9.705 -13.862 -0.060
C -10.567 -13.043 0.887
C -11.885 -13.698 1.198
C -12.338 -14.706 0.134
C -10.603 -15.815 -3.017
C -10.266 -16.742 -4.205
C -9.426 -16.027 -5.252
C -10.089 -14.755 -5.752
C -10.490 -13.765 -4.587
C -11.360 -14.536 -3.562
H -13.736 -21.598 -3.642
H -15.137 -20.767 -3.242
H -13.956 -21.140 -1.994
H -11.757 -20.423 -5.167
H -11.236 -20.122 -7.533
H -12.167 -18.030 -8.648
H -13.516 -16.475 -7.517
H -17.052 -16.486 -4.559
H -15.848 -17.933 -6.901
H -16.815 -16.453 -7.019
H -18.062 -18.296 -7.943
H -18.855 -17.803 -6.442
H -16.919 -20.154 -6.336
H -18.627 -20.299 -6.419
H -17.799 -20.279 -4.070
H -18.738 -18.720 -4.407
H -15.771 -19.277 -4.438
H -16.525 -18.242 -3.162
H -13.975 -14.252 -4.588
H -16.441 -14.399 -3.820
H -16.885 -14.531 -5.423
H -15.463 -12.183 -4.021
H -17.141 -12.208 -4.429
H -15.736 -10.914 -6.188
H -16.748 -12.284 -6.792
H -13.759 -12.347 -6.218
H -14.547 -12.359 -7.813
H -13.593 -14.454 -7.067
H -15.199 -14.669 -7.348
H -11.254 -21.407 -2.943
H -9.311 -21.939 -1.607
H -8.296 -20.068 -0.070
H -9.219 -17.777 -0.262
H -11.562 -16.622 0.620
H -9.099 -15.920 -0.407
H -9.564 -15.425 1.231
H -10.062 -13.554 -1.039
H -8.649 -13.552 -0.005
H -10.645 -12.075 0.471
H -9.993 -12.868 1.835
H -12.697 -12.940 1.362
H -11.820 -14.309 2.102
H -12.577 -14.233 -0.831
H -13.237 -15.201 0.496
H -9.640 -15.493 -2.600
H -11.170 -17.105 -4.678
H -9.789 -17.671 -3.828
H -9.219 -16.645 -6.111
H -8.380 -15.813 -4.879
H -11.038 -15.034 -6.211
H -9.497 -14.213 -6.508
H -11.097 -12.919 -4.953
H -9.588 -13.437 -4.100
H -12.219 -14.906 -4.145
H -11.686 -13.896 -2.756
C -15.159 -15.179 -1.387
H -16.157 -15.451 -1.715
H -15.092 -15.333 -0.297
I -12.351 -22.571 2.065
C -13.547 -20.973 1.593
C -14.614 -20.517 2.367
C -15.374 -19.462 1.892
C -14.962 -18.805 0.770
N -13.846 -19.141 0.096
C -13.239 -20.256 0.450
H -14.785 -21.064 3.280
H -16.313 -19.166 2.352
H -15.545 -17.935 0.487
H -12.422 -20.558 -0.196
```

Löwdin population analysis, charges in e, atoms 1 to 4: number 1, Pb, carries 0.964; number 2, C, carries -0.170; number 3, Si, carries 0.537; number 4, C, carries -0.333



# 4
Computed, not measured: C43H62Br2GeN8O4PScSe as an isolated structure in a non-equilibrium geometry, with ωB97M-V/def2-TZVPD.

Values from the calculation:
Maximum force = 1.598 eV Å⁻¹
Orbital gap = 0.2501 hartree
Energy above the lowest of the compared OMol25 structures with the same formula, charge and spin = 21.2 kcal/mol
Total charge = +2
Calculated total energy = -13143.01598 Ha

The geometry in XYZ format:
```
123
C43H62Br2GeN8O4PScSe | the Open Molecules 2025 dataset | ωB97M-V/def2-TZVPD
Sc 0.617 0.519 -0.873
O 2.068 -0.721 -5.867
C 1.920 -0.435 -4.573
O 1.568 0.628 -4.143
C 2.336 -1.589 -3.700
C 2.889 -2.738 -4.260
C 3.310 -3.754 -3.422
C 3.179 -3.576 -2.054
C 2.611 -2.398 -1.593
N 2.170 -1.421 -2.389
C 2.459 -2.072 -0.135
O 2.984 -2.863 0.791
O 1.864 -1.063 0.201
H 1.827 0.069 -6.381
H 2.991 -2.816 -5.331
H 3.741 -4.660 -3.823
H 3.510 -4.357 -1.382
H 3.456 -3.619 0.419
Br -4.855 1.315 -5.003
C -3.266 1.023 -4.064
C -3.031 -0.191 -3.438
C -1.871 -0.322 -2.701
N -0.947 0.640 -2.606
C -1.150 1.784 -3.272
C -2.315 2.027 -3.986
C -0.048 2.774 -3.200
C 0.005 3.854 -4.068
C 1.095 4.707 -4.005
Br 1.211 6.167 -5.165
C 2.102 4.448 -3.092
C 1.955 3.345 -2.270
N 0.909 2.523 -2.296
H -3.742 -1.002 -3.492
H -1.673 -1.218 -2.132
H -2.493 2.976 -4.466
H -0.767 4.021 -4.802
H 2.978 5.073 -3.025
H 2.732 3.109 -1.560
C 6.214 3.314 -0.973
Ge 5.749 3.271 0.917
C 6.244 4.896 1.852
C 6.529 1.703 1.770
C 3.764 3.171 0.940
Se 3.089 1.399 0.473
C 2.984 0.775 2.309
H 7.286 3.178 -1.106
H 5.936 4.266 -1.423
H 5.706 2.511 -1.509
H 7.322 5.041 1.795
H 5.965 4.832 2.902
H 5.761 5.770 1.416
H 7.590 1.667 1.528
H 6.074 0.780 1.410
H 6.437 1.750 2.854
H 3.386 3.894 0.218
H 3.331 3.433 1.906
H 3.958 0.935 2.764
H 2.740 -0.281 2.297
H 2.216 1.335 2.840
N -0.788 -0.509 -0.007
P -1.562 -1.639 0.735
N -3.180 -1.298 0.803
C -3.798 -0.213 0.046
C -4.890 0.441 0.876
C -6.022 -0.558 1.175
C -5.514 -2.002 1.100
C -4.091 -2.108 1.629
N -0.929 -1.870 2.254
C -1.156 -3.074 3.077
C -0.320 -2.985 4.344
C -0.799 -1.830 5.233
C -1.371 -0.695 4.374
C -0.662 -0.646 3.030
N -1.524 -3.199 0.119
C -0.244 -3.891 0.049
C -0.425 -5.404 0.087
C -1.380 -5.871 -1.004
C -2.687 -5.092 -0.923
C -2.412 -3.596 -0.973
H -4.224 -0.582 -0.899
H -3.009 0.498 -0.209
H -5.281 1.315 0.353
H -4.439 0.801 1.804
H -6.840 -0.424 0.467
H -6.436 -0.363 2.165
H -5.535 -2.359 0.067
H -6.161 -2.671 1.668
H -3.757 -3.147 1.620
H -4.066 -1.769 2.671
H -0.884 -3.956 2.501
H -2.208 -3.189 3.353
H 0.727 -2.846 4.063
H -0.377 -3.934 4.879
H 0.032 -1.459 5.834
H -1.553 -2.184 5.937
H -1.266 0.266 4.882
H -2.441 -0.839 4.201
H 0.417 -0.543 3.191
H -0.979 0.219 2.445
H 0.373 -3.559 0.886
H 0.270 -3.617 -0.890
H -0.822 -5.688 1.066
H 0.548 -5.892 -0.015
H -1.558 -6.943 -0.924
H -0.922 -5.700 -1.984
H -3.204 -5.325 0.012
H -3.354 -5.370 -1.740
H -3.334 -3.022 -0.910
H -1.938 -3.369 -1.944
C -2.873 5.088 2.652
C -2.045 4.157 1.821
C -2.584 3.473 0.736
C -1.784 2.628 -0.007
N -0.488 2.423 0.247
C 0.037 3.090 1.281
C -0.695 3.948 2.081
H -3.919 4.788 2.657
H -2.821 6.100 2.246
H -2.514 5.124 3.679
H -3.627 3.586 0.473
H -2.203 2.078 -0.839
H 1.090 2.934 1.470
H -0.208 4.448 2.907
```

Löwdin population analysis, charges in e, atoms 1 to 4: number 1, Sc, carries 0.880; number 2, O, carries 0.147; number 3, C, carries -0.438; number 4, O, carries 0.131



- Among the records above, which one has the highest maximum force?
  C43H61INP2PbSi



- The highest total charge belongs to which entry?
  C43H62Br2GeN8O4PScSe



- total charge of number 2 (C43H61F6N4O3SbSc)?
  0



- Look up the total charge of the fourth one.
  +2